[1]
The following is a DFT calculation (the ωB97M-V functional and the def2-TZVPD basis) of a cluster of 8 separate species, C20H44O8 in total at a distorted geometry.

```
72
C20H44O8 the ωB97M-V functional and the def2-TZVPD basis
C 0.013 6.432 -1.456
C 1.014 6.675 -2.575
C 1.476 8.105 -2.713
O 1.522 5.825 -3.221
H 0.354 6.702 -0.457
H -0.239 5.375 -1.373
H -0.892 6.992 -1.692
H 0.773 8.636 -3.354
H 2.458 7.973 -3.168
H 1.549 8.607 -1.748
C -6.567 -5.281 2.450
C -6.048 -4.817 3.804
C -6.694 -5.450 5.016
O -5.139 -4.034 3.889
H -6.145 -6.243 2.158
H -6.357 -4.512 1.705
H -7.654 -5.255 2.517
H -6.894 -6.499 4.797
H -7.629 -4.936 5.239
H -6.062 -5.372 5.901
C 3.723 3.503 4.643
C 3.587 4.186 3.326
C 4.284 5.451 3.012
O 2.808 3.715 2.529
H 3.771 4.229 5.455
H 4.682 2.992 4.728
H 2.839 2.898 4.845
H 3.746 6.204 3.587
H 4.185 5.579 1.934
H 5.336 5.419 3.295
C 2.384 -4.241 3.146
C 3.828 -3.824 2.964
C 4.134 -2.362 2.857
O 4.716 -4.698 2.920
H 1.753 -3.757 2.400
H 1.992 -3.964 4.124
H 2.277 -5.317 3.009
H 5.186 -2.181 2.635
H 3.942 -1.874 3.813
H 3.584 -1.909 2.032
C -3.570 1.053 -3.028
C -3.786 1.842 -4.308
C -2.605 2.089 -5.158
O -4.917 2.065 -4.732
H -2.724 0.386 -3.193
H -4.457 0.483 -2.748
H -3.430 1.715 -2.174
H -1.702 2.404 -4.635
H -2.912 2.882 -5.840
H -2.434 1.167 -5.713
C 4.133 -0.381 -3.670
C 3.153 -1.509 -4.073
C 2.898 -2.680 -3.163
O 2.553 -1.467 -5.165
H 3.907 0.464 -4.320
H 5.190 -0.646 -3.702
H 3.829 0.070 -2.725
H 2.105 -3.278 -3.611
H 2.541 -2.391 -2.174
H 3.824 -3.251 -3.106
C -2.579 -4.874 -2.497
O -2.488 -6.321 -2.538
H -2.018 -4.482 -1.649
H -2.015 -4.513 -3.357
H -3.604 -4.507 -2.449
H -2.912 -6.657 -3.331
C -0.493 0.046 1.900
O 0.195 0.297 0.632
H -1.261 -0.721 1.802
H 0.202 -0.184 2.707
H -1.039 0.911 2.277
H 0.819 1.014 0.767
```

Its charge is 0. The SMILES is CC(C)=O.CC(C)=O.CC(C)=O.CC(C)=O.CC(C)=O.CC(C)=O.CO.CO. The calculation puts the LUMO energy at 0.213 eV. The energy relative to the best compared isomer or geometry (same formula, charge and spin) is 1.5156 eV. The frontier orbital gap comes out at 9.656 eV.

Atomic partial charges in e from the Mulliken method, atoms 1 to 5: C -1.064; C 0.762; C -0.985; O -0.530; H 0.313

[2]
The following is a DFT calculation (the ωB97M-V functional and the def2-TZVPD basis) of a structure of composition C20H45N2O6PtS5 at a distorted geometry.

```
79
C20H45N2O6PtS5 the ωB97M-V functional and the def2-TZVPD basis
Pt -22.675 -4.229 15.391
C -26.337 -1.944 14.598
C -26.081 -3.023 15.705
O -24.813 -3.558 15.747
H -27.393 -1.674 14.625
H -26.135 -2.359 13.611
H -25.705 -1.058 14.647
H -26.878 -3.766 15.669
H -26.293 -2.554 16.666
C -23.993 1.122 14.543
S -22.460 2.138 14.493
O -22.872 3.533 14.132
C -22.053 2.279 16.318
H -24.094 0.575 13.605
H -24.838 1.769 14.774
H -23.966 0.391 15.352
H -22.718 3.042 16.721
H -21.077 2.748 16.440
H -22.225 1.342 16.848
C -25.611 -4.137 10.774
S -26.940 -2.807 10.929
O -27.601 -2.616 9.581
C -28.198 -3.828 11.918
H -24.900 -3.750 10.044
H -26.019 -5.072 10.391
H -25.107 -4.310 11.725
H -27.627 -4.210 12.765
H -28.636 -4.584 11.265
H -29.016 -3.187 12.248
C -29.030 -4.149 18.448
S -30.549 -3.993 17.407
O -31.549 -3.557 18.495
C -30.064 -2.459 16.528
H -29.180 -5.127 18.905
H -29.110 -3.367 19.204
H -28.056 -4.057 17.968
H -29.888 -1.716 17.306
H -30.878 -2.017 15.953
H -29.282 -2.657 15.795
C -24.172 -7.524 12.183
S -24.162 -7.197 14.051
O -23.709 -5.728 14.124
C -25.999 -7.074 14.383
H -24.711 -8.437 11.932
H -23.180 -7.649 11.750
H -24.757 -6.768 11.660
H -26.629 -6.797 13.537
H -26.011 -6.331 15.181
H -26.420 -7.997 14.782
C -23.424 -1.468 11.947
S -22.233 -1.669 13.370
O -22.232 -3.187 13.645
C -20.617 -1.375 12.528
H -23.056 -2.114 11.151
H -23.467 -0.448 11.564
H -24.408 -1.833 12.242
H -20.529 -0.304 12.347
H -20.485 -1.872 11.567
H -19.781 -1.649 13.172
N -32.376 0.186 14.347
C -31.053 0.663 14.500
C -30.183 -0.114 13.741
C -31.090 -0.918 12.991
C -32.347 -0.881 13.524
H -33.185 0.509 14.858
H -30.818 1.525 15.107
H -29.117 -0.018 13.597
H -30.697 -1.621 12.271
H -33.243 -1.419 13.248
N -26.867 -1.388 18.793
C -26.814 -2.203 19.877
C -27.434 -1.546 20.940
C -27.920 -0.288 20.452
C -27.529 -0.229 19.129
H -26.449 -1.589 17.896
H -26.326 -3.159 19.752
H -27.611 -1.933 21.933
H -28.588 0.359 21.002
H -27.693 0.541 18.390
```

Its multiplicity is 4. The expectation value of S² is 3.7596. Its charge is +2. The calculation puts the LUMO energy (spin up / spin down) at -8.888 / -10.131 eV. The frontier orbital gap (spin up / spin down) comes out at 3.079 / 1.795 eV.

Atomic partial charges in e from the Mulliken method, atoms 1 to 5: Pt 2.932; C 0.975; C 0.959; O -0.762; H -0.160

[3]
The following is a DFT calculation (the ωB97M-V functional and the def2-TZVPD basis) of a structure of composition C20H45N2P3PdSSe at a distorted geometry.

```
73
C20H45N2P3PdSSe the ωB97M-V functional and the def2-TZVPD basis
Pd -0.017 -0.003 0.457
P -2.349 -0.104 0.030
P 0.180 -2.417 0.404
P 0.000 2.411 0.348
H 1.583 -0.893 -1.519
C 1.582 0.034 -0.950
C 2.215 0.076 0.314
H 2.681 -0.817 0.723
C -2.671 -0.142 -1.749
C -3.291 -1.516 0.625
C -3.415 1.239 0.575
C 1.861 -3.072 0.407
C -0.631 -3.530 1.567
C -0.426 -2.974 -1.213
C 1.627 3.186 0.316
C -0.880 3.459 1.520
C -0.669 2.909 -1.262
H 1.511 0.940 -1.548
H 2.611 1.014 0.696
H -3.754 -0.192 -1.891
H -2.211 -1.016 -2.222
H -2.288 0.758 -2.243
H -4.318 -1.373 0.270
H -3.292 -1.538 1.721
H -2.918 -2.471 0.243
H -4.425 0.986 0.232
H -3.134 2.206 0.146
H -3.415 1.310 1.668
H 1.764 -4.147 0.233
H 2.339 -2.899 1.376
H 2.472 -2.628 -0.385
H -0.714 -4.503 1.065
H -1.625 -3.189 1.873
H 0.002 -3.639 2.454
H -0.140 -4.024 -1.315
H 0.031 -2.388 -2.019
H -1.516 -2.892 -1.280
H 1.448 4.246 0.113
H 2.259 2.766 -0.472
H 2.130 3.078 1.282
H -0.830 4.479 1.121
H -0.383 3.428 2.496
H -1.925 3.163 1.642
H -0.493 3.982 -1.362
H -1.745 2.714 -1.330
H -0.155 2.373 -2.069
C 0.898 0.098 -5.822
C 2.000 -0.089 -4.964
C 3.310 -0.031 -5.469
C 3.532 0.213 -6.828
C 2.443 0.401 -7.689
C 1.135 0.344 -7.191
Se -0.906 0.041 -5.235
H -0.529 -0.239 -3.777
H 1.835 -0.281 -3.905
H 4.152 -0.179 -4.789
H 4.553 0.258 -7.218
H 2.605 0.592 -8.751
H 0.290 0.491 -7.866
C 0.936 1.264 6.306
N 0.368 1.174 5.004
C -0.001 0.000 4.399
S -0.002 0.002 2.725
N -0.367 -1.175 5.004
C -0.932 -1.266 6.307
H 1.047 0.292 6.754
H 0.293 1.906 6.918
H 1.933 1.733 6.252
H 0.429 1.985 4.411
H -0.426 -1.986 4.410
H -1.928 -1.736 6.255
H -0.287 -1.907 6.917
H -1.043 -0.294 6.755
```

Its multiplicity is 5. The expectation value of S² is 6.0380. Its charge is +4. The calculation puts the LUMO energy (spin up / spin down) at -10.834 / -15.124 eV. The energy relative to the best compared isomer or geometry (same formula, charge and spin) is 0.0898 eV. The frontier orbital gap (spin up / spin down) comes out at 6.634 / 4.562 eV.

Atomic partial charges in e from the Mulliken method, atoms 1 to 5: Pd 0.124; P 0.824; P 1.339; P 1.159; H 0.273

Number 1: E_tot -1390.25755 Eh. Number 2: E_tot -3459.19553 Eh. Number 3: E_tot -4848.53270 Eh.